Below is a molecular structure, C27H35N5O3P2Sn at a distorted geometry, with properties calculated with ωB97M-V with the def2-TZVPD basis set.

Properties
- net charge = +2
- E_HOMO (alpha / beta) (eV) = -12.28 / -12.28
- Kohn-Sham gap (alpha / beta) (Eh) = 0.10213 / 0.11314
- E_tot (Eh) = -2445.4272
- LUMO level (alpha / beta) (eV) = -9.50 / -9.20
- multiplicity = 1

Cartesian coordinates (Å):
Sn  -2.976  -0.481  -1.839
P  -2.249  -6.852  -2.734
P  -4.414  -6.344  -0.127
O  0.456  1.358  -1.054
O  -0.696  -0.505  -0.837
O  -0.995  0.773  -2.624
N  -1.953  -7.617  -4.293
N  -0.898  -7.623  -1.882
N  -4.290  -6.699  1.575
N  -0.353  0.562  -1.497
N  -6.136  -6.851  -0.238
C  -4.037  -6.345  3.795
C  -3.756  -8.014  -0.615
C  -3.472  -8.121  -2.114
C  -6.731  -8.106  -0.080
C  -2.899  0.637  0.081
C  1.475  -2.335  -0.474
C  -4.385  -7.722  3.589
C  1.442  -2.783  2.588
C  -1.312  -8.783  -4.730
C  2.238  -1.623  0.383
C  -0.014  -2.408  2.652
C  -3.985  -5.738  2.545
C  -0.867  -3.116  0.368
C  2.340  -1.720  1.882
C  -8.336  -6.644  -0.751
C  -0.001  -6.886  -1.099
C  -2.246  -7.757  -6.540
C  -7.132  -5.956  -0.644
C  0.537  -3.476  -0.193
C  -4.516  -7.921  2.221
C  0.875  -7.761  -0.468
C  -2.547  -7.011  -5.416
C  -0.610  -8.978  -1.680
C  -0.994  -2.866  1.859
C  -1.463  -8.884  -6.111
C  0.505  -9.090  -0.856
C  -8.081  -8.011  -0.409
H  2.138  -0.702  2.265
H  -3.157  -6.131  -5.280
H  0.991  -4.240  0.457
H  1.550  -3.741  2.061
H  -2.830  -8.178  -0.054
H  -2.025  -2.949  2.262
H  -2.537  1.674  0.009
H  -6.891  -4.918  -0.809
H  1.506  -2.013  -1.524
H  -4.696  -8.827  1.662
H  -1.219  -9.753  -2.120
H  -4.410  -8.854  -0.338
H  -3.747  -4.727  2.240
H  -0.833  -9.465  -4.050
H  -3.159  -9.139  -2.388
H  -0.069  -5.808  -1.063
H  -1.055  -9.660  -6.741
H  -4.393  -7.929  -2.677
H  -9.291  -6.236  -1.058
H  -2.252  -0.018  0.672
H  -6.169  -8.961  0.251
H  -2.534  -7.522  -7.554
H  -1.297  -2.280  -0.222
H  -1.532  -3.956  0.154
H  1.825  -2.904  3.626
H  -8.775  -8.840  -0.415
H  -4.518  -8.489  4.339
H  -3.841  -5.876  4.746
H  2.900  -0.863  -0.056
H  0.983  -10.018  -0.566
H  -3.879  0.642  0.551
H  -0.271  -1.767  3.512
H  3.369  -1.986  2.176
H  0.359  -3.910  -1.195
H  1.670  -7.493  0.217

***

Below is a molecular structure, C27H35N5PRuSSe, with properties calculated with ωB97M-V with the def2-TZVPD basis set.

Properties
- net charge = -2
- E_HOMO (alpha / beta) (eV) = 1.58 / -1.44
- Kohn-Sham gap (alpha / beta) (Eh) = 0.11692 / 0.22427
- E_tot (Eh) = -4559.4203
- LUMO level (alpha / beta) (eV) = 4.76 / 4.66
- multiplicity = 6

Cartesian coordinates (Å):
Ru  -0.526  -0.290  0.034
Se  -2.195  -0.656  1.658
S  -0.702  -2.444  -0.934
P  -1.986  0.840  -1.824
N  1.730  -1.479  -1.562
N  1.284  -0.457  -0.774
N  1.778  1.914  -0.926
N  0.382  1.275  0.983
N  1.221  -3.554  -2.475
C  2.231  0.594  -0.510
C  2.604  2.152  1.539
C  -3.501  -0.177  -2.163
C  -5.572  -1.226  -1.473
C  3.547  3.766  -0.867
C  3.435  -3.219  -3.543
C  -0.163  0.959  -3.899
C  0.875  -2.426  -1.698
C  -1.425  1.389  -3.384
C  -2.248  2.200  -4.271
C  0.282  1.337  -5.136
C  2.062  2.872  2.532
C  -4.479  -0.413  -1.198
C  1.369  3.968  -2.048
C  3.678  0.169  -0.538
C  2.620  -3.949  -2.486
C  -1.773  2.581  -5.505
C  1.722  1.560  0.499
C  -5.706  -1.815  -2.724
C  -0.112  2.086  1.941
C  -4.741  -1.584  -3.693
C  -0.506  2.197  -5.976
C  2.473  2.990  -1.642
C  -2.771  2.285  -0.999
C  0.634  2.961  2.678
C  3.101  2.385  -2.898
C  -3.648  -0.770  -3.414
H  4.370  3.125  -0.550
H  -6.555  -2.456  -2.938
H  3.352  3.176  -3.610
H  -1.974  3.001  -0.789
H  4.335  0.992  -0.266
H  -2.892  -0.582  -4.167
H  3.675  2.020  1.465
H  0.602  -4.315  -2.241
H  1.787  4.828  -2.582
H  -4.364  0.007  -0.206
H  3.129  4.250  0.015
H  -3.218  1.974  -0.054
H  2.644  -5.023  -2.698
H  -6.311  -1.411  -0.701
H  -3.244  2.502  -3.965
H  3.078  -3.795  -1.499
H  0.852  4.327  -1.154
H  0.448  0.313  -3.272
H  -2.408  3.198  -6.138
H  4.479  -3.545  -3.510
H  -4.833  -2.039  -4.673
H  -3.520  2.755  -1.640
H  3.035  -3.425  -4.538
H  1.248  0.984  -5.483
H  3.393  -2.145  -3.372
H  4.014  1.838  -2.656
H  3.960  4.539  -1.524
H  -0.154  2.508  -6.951
H  3.835  -0.658  0.159
H  0.641  3.467  -2.688
H  3.950  -0.189  -1.530
H  0.170  3.556  3.451
H  -1.171  1.963  2.139
H  2.400  1.708  -3.380
H  2.708  3.340  3.271

***

Below is 6 unconnected molecules or ions with the total composition C27H36F8O7S4 at a distorted geometry, with properties calculated with ωB97M-V with the def2-TZVPD basis set.

Properties
- E_HOMO (eV) = -9.05
- Kohn-Sham gap (Eh) = 0.29470
- E_tot (Eh) = -3968.5482
- LUMO level (eV) = -1.03
- multiplicity = 1

Cartesian coordinates (Å):
S  -3.487  4.027  2.205
S  8.254  8.840  2.032
S  8.477  -3.753  -5.372
S  12.029  3.963  7.898
F  -0.276  -0.861  -1.987
F  2.408  -1.103  0.872
F  0.367  0.122  -4.473
F  1.345  1.144  -2.871
F  4.360  0.950  -0.047
F  0.293  -2.291  -3.317
F  3.782  -2.482  -0.077
F  4.870  -0.397  1.591
O  6.976  -3.576  -5.570
O  -11.599  -2.303  0.107
O  -13.553  -5.425  -3.861
O  -3.820  4.738  3.536
O  9.531  7.983  2.050
O  2.692  -0.850  -1.179
O  13.386  4.651  8.142
C  -9.570  -2.432  -3.667
C  -10.133  -2.355  -2.380
C  -11.236  -3.215  -2.122
C  -15.076  -5.113  -1.608
C  -11.830  -3.973  -3.133
C  -14.019  -3.601  0.470
C  -13.293  -3.654  -0.696
C  -15.795  -4.909  -0.437
C  12.241  2.327  8.650
C  1.208  -0.064  -3.483
C  -4.290  2.387  2.444
C  4.563  -0.297  0.261
C  -11.107  -4.127  -4.349
C  -1.856  3.281  2.382
C  -12.015  -2.959  -0.845
C  8.700  -5.139  -4.137
C  -13.842  -4.538  -1.734
C  0.817  -1.281  -2.643
C  3.386  -1.183  0.006
C  1.848  -1.883  -1.713
C  -13.110  -4.742  -3.011
C  8.754  10.549  2.422
C  11.979  3.432  6.082
C  -9.963  -3.321  -4.666
C  7.304  8.573  3.601
C  -15.246  -4.214  0.638
C  9.149  -4.699  -6.822
H  -1.629  2.744  1.461
H  8.907  -4.148  -7.731
H  6.451  9.232  3.760
H  8.114  -6.045  -4.292
H  6.939  7.546  3.605
H  11.377  1.706  8.413
H  -9.403  -3.322  -5.589
H  -3.857  1.595  1.833
H  -11.440  -4.737  -5.176
H  8.441  -4.627  -3.210
H  -1.094  4.028  2.605
H  1.358  -2.494  -0.954
H  -13.724  -2.948  1.277
H  12.187  2.479  9.728
H  -15.813  -4.038  1.540
H  -9.805  -1.573  -1.711
H  9.707  -5.542  -4.035
H  8.645  -5.648  -7.006
H  5.365  -0.662  -0.382
H  13.168  1.757  8.594
H  -8.761  -1.814  -4.028
H  -16.850  -5.141  -0.436
H  10.226  -4.822  -6.709
H  2.459  -2.658  -2.175
H  -4.279  1.956  3.445
H  2.186  -0.183  -3.951
H  -15.584  -5.648  -2.397
H  10.973  3.653  5.725
H  -5.347  2.416  2.178
H  7.958  8.767  4.452
H  9.198  10.669  3.410
H  7.902  11.229  2.408
H  12.691  4.062  5.548
H  12.141  2.392  5.795
H  9.350  11.093  1.690
H  -1.759  2.491  3.127

***

Below is a molecular structure, C27H36N3O4PRuSi at a distorted geometry, with properties calculated with ωB97M-V with the def2-TZVPD basis set.

Properties
- net charge = +1
- E_HOMO (alpha / beta) (eV) = -11.16 / -10.95
- Kohn-Sham gap (alpha / beta) (Eh) = 0.27495 / 0.25880
- E_tot (Eh) = -2241.1380
- LUMO level (alpha / beta) (eV) = -3.68 / -3.91
- multiplicity = 2

Cartesian coordinates (Å):
Ru  0.122  -0.033  0.779
P  1.535  -0.731  -1.030
Si  -1.870  3.376  -2.242
O  -0.966  -1.327  -0.589
O  -3.447  -6.816  1.030
O  0.014  -1.795  1.961
O  -3.851  -6.783  -1.085
N  -3.399  -6.301  -0.068
N  -0.476  1.084  2.473
N  1.984  -0.084  2.249
C  -0.405  1.471  -0.343
C  -1.484  -2.491  -0.419
C  3.086  -2.996  -1.805
C  -1.700  1.566  2.569
C  -2.141  2.301  3.679
C  -1.264  2.570  4.689
C  -2.730  -4.325  -1.417
C  -2.142  -4.456  0.912
C  1.842  -0.421  -3.841
C  -1.473  -3.221  0.812
C  -2.905  4.658  -1.372
C  3.241  1.442  -0.559
C  1.000  -0.035  -2.625
C  3.230  -0.071  -0.808
C  -2.121  -3.110  -1.530
C  2.308  1.866  5.443
C  -0.748  -2.771  1.933
C  2.637  1.069  4.326
C  -0.480  4.177  -3.202
C  -2.744  -4.993  -0.179
C  1.042  2.351  5.591
C  0.405  1.310  3.485
C  1.702  0.778  3.375
C  -2.934  2.301  -3.337
C  0.060  2.087  4.609
C  1.724  -2.535  -1.281
C  -1.038  2.251  -1.037
H  1.798  -1.491  -4.049
H  0.050  3.438  -3.809
H  1.513  -3.015  -0.322
H  3.807  -0.305  -1.703
H  -3.746  4.197  -0.851
H  -3.308  5.366  -2.100
H  -2.316  5.220  -0.644
H  0.237  4.644  -2.525
H  -0.866  4.949  -3.872
H  -3.159  2.661  3.710
H  3.877  -2.824  -1.077
H  3.061  2.073  6.191
H  3.361  -2.499  -2.733
H  2.886  -0.131  -3.721
H  -3.212  -4.786  -2.268
H  -2.344  1.513  -3.809
H  -3.732  1.829  -2.760
H  1.708  -1.037  2.481
H  3.692  -0.614  0.020
H  0.996  1.045  -2.481
H  2.501  1.735  0.184
H  -1.567  3.157  5.548
H  3.639  0.666  4.227
H  -0.041  -0.337  -2.743
H  3.013  1.985  -1.476
H  -2.122  -2.571  -2.468
H  0.777  2.955  6.450
H  -0.834  -3.356  2.858
H  -2.352  1.378  1.727
H  4.225  1.767  -0.219
H  2.977  -0.076  2.049
H  1.457  0.098  -4.719
H  -2.162  -4.997  1.850
H  -3.396  2.898  -4.127
H  0.922  -2.829  -1.960
H  3.047  -4.067  -2.006